Record 1
Entry from the OMol25 dataset: a single C18H22FNO molecule (ωB97M-V/def2-TZVPD).

Properties
SMILES string: COc1ccc(CC[C@@H](C)NCc2ccc(F)cc2)cc1
Orbital gap, hartree: 0.3311

Geometry (Å):
C 6.1305 2.5439 0.6064
H 7.1869 2.6313 0.8560
O 5.9215 1.1873 0.3030
C 4.6669 0.7863 -0.0541
C 3.5565 1.6169 -0.1394
C 2.3314 1.0924 -0.5168
C 2.1798 -0.2517 -0.8191
C 3.2971 -1.0750 -0.7270
C 4.5228 -0.5690 -0.3522
H 5.3925 -1.2034 -0.2836
H 3.2044 -2.1267 -0.9574
C 0.8351 -0.8130 -1.1828
H 0.9609 -1.6571 -1.8617
H 0.2380 -0.0503 -1.6876
C 0.0941 -1.2681 0.0794
H 0.6308 -2.1051 0.5345
H 0.1063 -0.4405 0.7931
C -1.3649 -1.6783 -0.1847
N -2.1339 -1.8876 1.0346
H -1.6534 -2.5548 1.6299
C -2.4673 -0.6927 1.7905
C -3.3630 0.2085 0.9820
C -4.4867 -0.3235 0.3588
C -5.3236 0.4767 -0.3948
C -5.0246 1.8223 -0.5143
C -3.9156 2.3797 0.0923
C -3.0854 1.5607 0.8383
H -2.2123 1.9836 1.3141
H -3.7110 3.4323 -0.0245
F -5.8387 2.6140 -1.2478
H -6.1969 0.0763 -0.8852
H -4.6878 -1.3780 0.4637
H -3.0096 -1.0220 2.6839
H -1.5868 -0.1211 2.1306
C -1.4486 -2.9607 -1.0099
H -1.0332 -2.8110 -2.0018
H -2.4882 -3.2598 -1.1091
H -0.9039 -3.7640 -0.5181
H -1.8645 -0.8710 -0.7334
H 1.4769 1.7518 -0.5812
H 3.6297 2.6704 0.0816
H 5.5297 2.8624 1.4649
H 5.9080 3.1876 -0.2512

=====

Record 2
Entry from the OMol25 dataset: a 2-piece molecular cluster, C18H22N2O5 overall in a non-equilibrium geometry (ωB97M-V/def2-TZVPD).

Properties
Relative energy (zero: lowest compared OMol25 entry of this formula, charge and spin), kJ/mol: 313.3
SMILES string: N[C@@H](Cc1ccc(O)cc1)C(=O)O.N[C@@H](Cc1ccccc1)C(=O)O
Orbital gap, hartree: 0.3519

Geometry (Å):
C 2.6114 -5.1439 -1.4036
C 2.6839 -6.2888 -0.4158
C 2.7451 -3.9194 -0.4813
C 2.7205 -2.6091 -1.1888
C 1.4873 -1.9672 -1.0905
C 3.7457 -2.0437 -1.9659
C 1.2405 -0.8065 -1.8071
C 3.5528 -0.8479 -2.6388
C 2.2861 -0.2551 -2.5564
C -2.9509 1.0790 1.0803
C -3.9537 1.5489 -0.0163
C -1.6549 1.9476 1.4408
C -1.6562 3.4848 1.5462
C -1.3338 4.2963 0.4426
C -2.0046 4.0398 2.7798
C -1.4905 5.6615 0.6850
C -1.9932 5.3926 3.0177
C -1.7487 6.2274 1.9315
H 1.0557 -4.2963 -2.6335
H 0.6677 -5.7097 -1.7510
H 3.4787 -5.1525 -2.0236
H 3.7243 -4.0464 0.0198
H 1.9312 -3.9402 0.2569
H 0.7205 -2.5215 -0.5380
H 4.6166 -2.5749 -2.1240
H 0.2595 -0.3645 -1.8811
H 4.3280 -0.4318 -3.1464
H 2.1476 0.7467 -3.1798
H 3.7520 -7.1507 0.8393
H -3.4307 -0.8841 1.2548
H -2.5279 -0.5379 -0.0182
H -3.5461 1.1264 1.8998
H -0.9913 1.6991 0.5975
H -1.3568 1.5001 2.3012
H -1.2211 3.8918 -0.5837
H -2.2354 3.3263 3.6183
H -1.2398 6.4568 -0.1103
H -2.1931 5.8345 4.0835
H -1.7215 7.8010 2.8923
H -3.8995 3.2572 0.5597
N 1.3931 -5.2147 -2.2071
N -2.6683 -0.3627 0.9674
O 1.7050 -6.8573 -0.0056
O 3.9111 -6.5862 0.0536
O -4.4774 0.8133 -0.8096
O -1.9706 7.6112 2.0862
O -4.4985 2.7707 0.2219

=====

Record 3
Entry from the OMol25 dataset: a single C18H22N2O5 molecule (ωB97M-V/def2-TZVPD).

Properties
Relative energy (zero: lowest compared OMol25 entry of this formula, charge and spin), kJ/mol: 167.2
SMILES string: COc1cc(NC(=O)c2[nH]c(C)c(C(C)=O)c2C)cc(OC)c1OC
Orbital gap, hartree: 0.3034

Geometry (Å):
C 1.2891 4.8071 -0.8647
H 1.6729 4.5474 0.1276
H 0.1980 4.7046 -0.8713
H 1.5517 5.8392 -1.0911
O 1.8901 4.0351 -1.8719
C 1.7587 2.6819 -1.8219
C 1.0134 1.9999 -0.8723
C 0.9247 0.6113 -0.9238
C 1.5894 -0.0954 -1.9134
C 2.3576 0.5768 -2.8574
C 2.4410 1.9762 -2.8278
O 3.2092 2.7175 -3.6920
C 2.9769 2.5347 -5.0736
H 3.5932 3.2805 -5.5730
H 1.9241 2.7083 -5.3213
H 3.2657 1.5355 -5.4068
O 3.0616 -0.0632 -3.8350
C 3.0324 -1.4710 -3.8723
H 2.0214 -1.8482 -4.0532
H 3.4212 -1.9049 -2.9468
H 3.6779 -1.7528 -4.7031
H 1.5088 -1.1669 -1.9216
N 0.1419 -0.0194 0.0473
C -0.0830 -1.3507 0.2388
O 0.4396 -2.2486 -0.4058
C -0.9994 -1.6765 1.3372
C -1.9323 -0.9962 2.1027
C -2.4716 -1.9443 3.0216
C -1.8615 -3.1749 2.7516
N -0.9889 -2.9848 1.7551
H -0.3935 -3.6731 1.3176
C -2.0524 -4.4950 3.3942
H -1.1578 -5.1061 3.2911
H -2.8899 -5.0168 2.9309
H -2.3008 -4.3673 4.4448
C -3.4213 -1.7827 4.1215
O -3.9907 -2.7370 4.6150
C -3.6310 -0.3930 4.6822
H -3.9774 -0.4834 5.7092
H -4.4079 0.1157 4.1143
H -2.7191 0.1943 4.6475
C -2.3796 0.4150 1.9023
H -3.4131 0.5293 2.2141
H -1.7751 1.1160 2.4816
H -2.3241 0.6864 0.8491
H -0.2776 0.6063 0.7178
H 0.4879 2.5331 -0.0953

=====

Record 4
Entry from the OMol25 dataset: a single C18H22N4O5 molecule in a non-equilibrium geometry (ωB97M-V/def2-TZVPD).

Properties
Relative energy (zero: lowest compared OMol25 entry of this formula, charge and spin), kJ/mol: 634.9
SMILES string: [H]/N=C(/N)c1ccc(NC(=O)CCC(=O)N[C@H](C#CCOC)CC(=O)O)cc1
Orbital gap, hartree: 0.3160

Geometry (Å):
O 2.7441 1.1070 1.4109
O 2.1046 -2.4330 -0.6029
O -1.0934 -2.9531 -2.8432
C -2.0343 -0.6269 1.7683
C -1.4585 -1.1723 0.8892
N -2.3066 4.4931 -1.6578
O -0.1232 -4.7516 -1.7819
O -1.6337 0.4086 3.6670
C 3.0417 0.2312 0.6292
C 1.7585 -2.4650 0.5969
C -0.8489 -3.6174 -1.8494
C -1.7792 3.4902 -2.4151
C -0.3750 1.4098 -2.4410
C 0.3295 3.3555 -1.0984
C 0.8046 0.7438 -2.0107
C 1.4502 2.6444 -0.6287
C -0.6710 2.7392 -2.0317
C 1.5919 1.2830 -1.0445
N -2.2407 3.4053 -3.6185
N 2.6104 0.3697 -0.7065
N 0.4813 -2.4999 0.9397
C -1.6361 1.8214 3.5127
C -2.7280 -0.1736 2.9462
C 3.7259 -1.0418 1.2889
C 2.7789 -2.1770 1.7670
C -1.2777 -3.2623 -0.4312
C -0.6160 -2.0459 0.0731
H -1.7066 4.5428 -0.8710
H -0.0318 -4.8954 -2.7687
H -1.1077 1.0669 -3.1895
H 0.3372 4.3824 -0.8516
H 1.0237 -0.2559 -2.3979
H 2.1683 3.1831 -0.0765
H -1.8296 2.7796 -4.3294
H -2.9237 4.1321 -3.7427
H 2.4252 -0.4903 -1.2381
H 0.3909 -2.2013 1.9668
H -1.2833 2.0002 2.4603
H -1.1224 2.1098 4.3992
H -2.6769 2.1460 3.6780
H -3.5488 0.5150 2.7253
H -3.1366 -0.9858 3.4953
H 4.3955 -0.8082 2.1328
H 4.3723 -1.5925 0.5202
H 2.0440 -1.9298 2.6003
H 3.2576 -3.2318 1.9543
H -2.3259 -3.1484 -0.3477
H -1.1443 -4.0461 0.3065
H -0.1761 -1.5548 -0.7532

=====

- Which of these has the lowest orbital gap?
  number 3